1.
{
  "formula": "C6H7I",
  "method": "ωB97M-V/def2-TZVPD",
  "species": ["C", "C", "C", "C", "C", "C", "I", "H", "H", "H", "H", "H", "H", "H"],
  "coordinates": [[-1.03327, -0.19456, 0.24984], [-0.10231, 0.75188, 0.14926], [-0.03593, -1.30177, 0.05498], [-0.02288, -2.62433, 0.05408], [1.06752, -0.24823, -0.04103], [-0.00750, 2.23177, 0.09550], [-3.09402, 0.32108, 0.32112], [0.92217, -3.04588, -0.49842], [-0.83065, -3.25077, 0.10652], [1.27808, -0.21805, -1.11542], [1.97904, -0.26142, 0.59681], [0.23665, 2.83021, 0.93798], [-0.99566, 2.47876, -0.15093], [0.63876, 2.53132, -0.76028]],
  "atomic_forces_ev_per_a": [[-0.2, 0.5, -0.1], [2.6, 0.3, 1.1], [-1.0, -0.3, 1.4], [3.9, 0.8, -2.6], [-1.0, 0.2, -1.1], [0.1, -0.8, -1.7], [0.6, -0.7, 0.0], [-1.6, 0.4, 1.8], [-2.0, -1.3, 0.3], [0.8, 0.1, 0.1], [-0.9, -0.1, -0.3], [0.6, -0.1, 1.1], [-1.5, 1.1, -0.5], [-0.3, -0.2, 0.6]],
  "smiles": "C=C1CC(C)=C1I",
  "e_above_lowest_kj_mol": 138.5,
  "homo_ha": -0.3188
}

2.
{
  "formula": "C26H32BN8O5S3V",
  "method": "ωB97M-V/def2-TZVPD",
  "species": ["V", "C", "C", "C", "C", "C", "C", "C", "C", "C", "C", "H", "H", "H", "H", "H", "H", "H", "H", "H", "H", "H", "H", "H", "H", "H", "B", "N", "C", "C", "C", "N", "N", "C", "C", "C", "N", "H", "H", "H", "H", "H", "H", "H", "H", "N", "C", "C", "C", "C", "C", "C", "S", "O", "O", "N", "C", "N", "C", "C", "C", "N", "H", "H", "H", "H", "H", "H", "H", "H", "H", "O", "S", "O", "O", "S"],
  "coordinates": [[0.04255, -0.26799, -0.54585], [1.16644, -1.22431, 2.11086], [1.74775, -0.04188, 1.62794], [2.15276, -0.27118, 0.25882], [1.87257, -1.62602, -0.05172], [1.23267, -2.19500, 1.09827], [0.85297, -3.62127, 1.30447], [2.62068, -2.40190, -1.10089], [3.21537, 0.52058, -0.44766], [2.16245, 1.12823, 2.44708], [0.66500, -1.48668, 3.49532], [1.47064, -4.05941, 2.09283], [0.98372, -4.20548, 0.39775], [-0.18877, -3.70008, 1.61974], [3.69202, -2.36022, -0.88221], [2.44959, -1.98271, -2.09181], [2.32461, -3.44940, -1.10848], [3.12919, 0.37344, -1.52442], [4.19969, 0.17586, -0.11509], [3.14298, 1.58308, -0.21950], [3.22702, 1.02894, 2.68676], [1.59265, 1.18778, 3.37050], [2.02475, 2.07331, 1.92326], [1.48239, -1.82064, 4.14286], [-0.09835, -2.26386, 3.48925], [0.22274, -0.59136, 3.92281], [-2.70931, -1.07452, 0.78069], [-2.81418, 0.12030, -0.20218], [-3.87400, 0.85860, -0.52753], [-3.49467, 1.77086, -1.49966], [-2.15171, 1.49760, -1.72813], [-1.76335, 0.50164, -0.93194], [-2.06546, -2.20643, -0.05609], [-2.55534, -3.41762, -0.32202], [-1.70388, -4.04738, -1.21737], [-0.70430, -3.11190, -1.45814], [-0.93060, -2.01642, -0.73068], [-3.81193, -1.41266, 1.11287], [-1.98506, -0.80110, 1.69892], [-4.83026, 0.70572, -0.06388], [-4.09556, 2.51662, -1.98536], [-1.50150, 1.93276, -2.46421], [-3.47618, -3.74790, 0.12441], [-1.79214, -5.03367, -1.63452], [0.13025, -3.18476, -2.13209], [-6.34146, 4.50810, 1.76142], [-5.08820, 3.93258, 1.95363], [-4.96108, 2.56103, 2.18048], [-3.71838, 2.00822, 2.42917], [-2.59593, 2.81723, 2.44157], [-2.70404, 4.18237, 2.24102], [-3.94724, 4.73793, 2.00440], [-1.00375, 2.07565, 2.71784], [-1.20979, 0.97302, 3.62247], [-0.09863, 3.09706, 3.18943], [-0.51663, 1.44413, 1.28470], [-0.10368, 2.29255, 0.35655], [0.49468, 1.71583, -0.72659], [0.94045, 2.50347, -1.69511], [0.84132, 3.87929, -1.62416], [0.17878, 4.38492, -0.50799], [-0.29229, 3.62580, 0.45529], [-7.05352, 3.87950, 1.42743], [-6.33496, 5.40309, 1.30027], [-5.84315, 1.93205, 2.16986], [-3.59636, 0.95064, 2.61760], [-1.80965, 4.78489, 2.29013], [-4.05094, 5.80631, 1.85465], [1.37174, 1.99941, -2.55353], [1.22024, 4.52158, -2.40242], [0.00456, 5.45016, -0.38594], [-0.68007, -1.90041, -4.74743], [-1.14322, -0.82543, -3.89061], [-1.26609, 0.46367, -4.54863], [-2.27356, -1.19821, -3.07534], [0.60094, -0.48617, -2.68214]],
  "atomic_forces_ev_per_a": [[1.6, -0.5, 0.9], [-0.3, -0.3, -0.1], [0.3, -0.3, -0.2], [0.7, -0.5, -0.1], [0.6, 0.5, -0.2], [0.2, 0.2, 0.6], [-0.1, 0.1, -0.2], [-0.1, 0.1, 0.2], [-0.2, -0.1, 0.2], [-0.1, 0.0, -0.1], [0.0, 0.1, -0.1], [0.0, 0.0, 0.0], [-0.1, -0.1, 0.0], [0.0, 0.0, 0.0], [0.0, 0.0, 0.0], [0.1, -0.1, 0.0], [0.0, 0.0, -0.1], [0.1, 0.1, 0.0], [0.1, 0.0, -0.1], [0.0, 0.0, -0.1], [0.0, 0.0, 0.0], [0.1, 0.0, 0.1], [0.1, 0.0, 0.0], [0.0, 0.0, 0.0], [0.0, 0.0, 0.0], [0.0, 0.0, 0.1], [0.2, 0.1, -0.1], [-0.6, -0.2, 0.1], [0.0, 0.2, -0.3], [0.1, 0.0, 0.0], [-0.5, 0.0, 0.1], [-0.7, 0.5, -0.3], [-0.6, -0.4, 0.2], [0.1, -0.2, -0.2], [0.0, 0.1, 0.1], [-0.2, -0.4, 0.1], [-0.4, -1.0, -0.1], [-0.1, 0.0, 0.1], [0.1, 0.0, 0.1], [0.0, -0.1, 0.1], [-0.1, 0.0, 0.0], [0.1, -0.1, 0.0], [-0.1, 0.1, 0.0], [-0.1, 0.0, -0.1], [0.0, 0.1, 0.0], [0.0, 0.0, 0.1], [0.2, 0.0, 0.1], [0.0, 0.1, 0.1], [0.0, 0.0, 0.0], [0.4, -0.2, 0.0], [-0.1, 0.1, 0.0], [-0.1, 0.0, -0.1], [0.0, 0.0, 0.2], [-0.2, -0.1, -0.3], [-0.2, 0.1, -0.2], [-0.1, -0.1, 0.4], [0.1, 1.0, -0.1], [-0.1, 1.0, 0.5], [0.3, 0.3, -0.2], [0.0, -0.1, 0.1], [0.0, -0.2, 0.0], [0.1, 0.1, -0.1], [0.0, 0.1, -0.1], [-0.1, -0.1, -0.1], [0.0, 0.0, 0.0], [-0.1, -0.1, 0.0], [0.0, 0.0, -0.1], [0.0, 0.0, 0.0], [-0.1, 0.0, 0.0], [0.0, 0.0, -0.1], [0.0, 0.0, -0.1], [0.3, 0.0, 0.0], [-0.4, -0.3, -1.2], [0.0, 0.1, 0.1], [0.0, 0.1, 0.3], [0.0, 0.1, -0.1]],
  "e_above_lowest_kj_mol": 0.0,
  "homo_ha": [-0.1935, -0.1991],
  "total_charge": -1,
  "s_squared": 1.191,
  "multiplicity": 2
}

3.
{
  "formula": "C23H30N4O4S2",
  "method": "ωB97M-V/def2-TZVPD",
  "species": ["C", "H", "C", "H", "H", "C", "N", "C", "H", "C", "N", "C", "O", "C", "C", "C", "C", "C", "C", "H", "H", "N", "C", "N", "C", "C", "H", "H", "S", "O", "O", "C", "C", "H", "S", "H", "H", "H", "H", "H", "H", "H", "H", "H", "H", "C", "C", "C", "C", "C", "O", "H", "H", "H", "H", "H", "C", "H", "H", "H", "H", "H", "H"],
  "coordinates": [[8.07411, 1.94122, 1.00886], [8.74771, 2.49276, 1.66173], [6.73087, 2.65594, 0.91361], [6.89726, 3.67286, 0.55252], [6.29212, 2.73397, 1.91007], [5.73733, 1.97770, -0.05000], [5.38870, 0.60814, 0.28576], [6.07267, -0.44221, -0.42543], [6.05398, -1.34893, 0.18486], [5.38333, -0.74042, -1.76908], [4.00104, -1.10511, -1.58640], [2.99552, -0.25551, -1.91060], [3.16980, 0.77811, -2.52820], [1.63978, -0.70360, -1.48185], [1.27129, -2.04422, -1.42734], [-0.00278, -2.39991, -1.03541], [-0.93056, -1.42196, -0.67939], [-0.57215, -0.07864, -0.74496], [0.69998, 0.26808, -1.15286], [0.98861, 1.30579, -1.21726], [-1.29548, 0.67258, -0.47652], [-2.19626, -1.84573, -0.27678], [-3.23446, -1.09943, 0.13600], [-3.29745, 0.15450, 0.24848], [-4.53205, 0.68575, 0.72465], [-5.06633, 1.75172, -0.22319], [-4.78084, 2.75676, 0.06418], [-4.78011, 1.55715, -1.25317], [-6.86559, 1.54260, -0.11988], [-7.33728, 2.03354, 1.14267], [-7.52593, 1.99564, -1.30968], [-6.75746, -0.27385, -0.05192], [-5.60164, -0.46394, 0.89914], [-5.96415, -0.47782, 1.92769], [-4.71224, -2.02340, 0.60246], [-7.68772, -0.70507, 0.30187], [-6.53766, -0.61304, -1.06109], [-4.35177, 1.13902, 1.70725], [-2.34958, -2.84447, -0.28771], [-0.28700, -3.44251, -1.00438], [1.96901, -2.81560, -1.71808], [3.81313, -1.83043, -0.91081], [5.91357, -1.54977, -2.28257], [5.38452, 0.14994, -2.40088], [7.12346, -0.19562, -0.63139], [4.99798, 0.31421, 1.64661], [3.80271, -0.58798, 1.69626], [3.67858, -1.94864, 1.68749], [2.29020, -2.22362, 1.75545], [1.67563, -1.01221, 1.80052], [2.58020, -0.02298, 1.76159], [0.64250, -0.73390, 1.85594], [1.82357, -3.18704, 1.77552], [4.47157, -2.66947, 1.66257], [4.71641, 1.24691, 2.13459], [5.81353, -0.15179, 2.22610], [4.46108, 2.81256, -0.18499], [3.81981, 2.36883, -0.94099], [3.91642, 2.85060, 0.75507], [4.70372, 3.82830, -0.48621], [6.20889, 1.93474, -1.03716], [7.95712, 0.93913, 1.41440], [8.53846, 1.86656, 0.02737]],
  "atomic_forces_ev_per_a": [[-0.2, 0.2, 0.1], [0.1, 0.0, 0.0], [0.1, -0.3, -0.3], [-0.1, 0.1, 0.1], [-0.1, 0.1, 0.0], [-0.2, 0.5, 0.2], [0.1, -0.1, 0.0], [-0.2, 0.0, -0.4], [0.1, 0.0, 0.0], [0.3, 0.0, 0.1], [0.2, -0.3, 0.0], [0.0, -0.3, 0.0], [0.0, 0.3, -0.1], [-0.3, 0.1, 0.0], [0.0, 0.2, 0.0], [-0.1, 0.0, 0.0], [0.4, 0.1, -0.1], [-0.1, 0.1, 0.1], [0.3, -0.2, -0.1], [0.0, 0.1, 0.0], [0.1, 0.0, 0.0], [0.1, -0.7, -0.1], [-1.2, 0.1, 0.4], [0.8, 0.3, -0.3], [0.0, -0.2, 0.5], [-0.8, -0.3, 0.1], [-0.1, 0.1, 0.0], [0.0, 0.0, -0.1], [0.1, -0.1, -0.6], [0.2, -0.1, 0.5], [0.1, -0.1, -0.2], [0.0, 0.9, -0.1], [0.3, -0.5, 0.3], [0.0, 0.1, -0.1], [0.1, 0.1, 0.0], [-0.2, 0.1, 0.0], [0.0, 0.0, -0.1], [-0.1, -0.1, -0.1], [0.0, 0.2, 0.0], [0.0, -0.1, 0.0], [0.1, -0.1, 0.0], [-0.1, 0.1, 0.0], [0.0, 0.1, 0.0], [0.1, -0.1, 0.0], [0.0, -0.1, 0.1], [-0.2, -0.1, -0.1], [0.7, -0.7, 0.2], [0.2, 0.6, 0.1], [-0.4, 0.4, 0.1], [-0.3, -0.9, 0.1], [0.1, 0.6, 0.0], [-0.1, 0.2, 0.0], [-0.2, -0.2, 0.0], [0.2, -0.1, 0.0], [0.1, 0.0, 0.1], [-0.1, 0.1, 0.0], [0.3, -0.1, -0.2], [-0.1, 0.0, 0.0], [-0.1, 0.0, 0.2], [0.0, 0.2, 0.0], [0.0, 0.0, 0.0], [0.0, -0.1, 0.0], [0.1, -0.1, -0.1]],
  "smiles": "CC[C@H](C)N(CCNC(=O)c1ccc(NC2=N[C@H]3CS(=O)(=O)C[C@H]3S2)cc1)Cc1ccco1",
  "e_above_lowest_kj_mol": 7.8,
  "homo_ha": -0.3001
}